Entry from the OMol25 dataset: a molecular structure, C42H52I2NS4Sb2TeZr at a distorted geometry (ωB97M-V/def2-TZVPD).

Its multiplicity is 1. Its net charge is +1. The LUMO energy is -3.748 eV.

Element x y z (Å)
Zr -0.15670 -0.01698 -0.93553
S 1.77047 0.19613 -2.62470
S 3.26945 1.31982 -1.74036
S 2.22380 2.94046 -1.13762
S 0.81747 2.02125 0.07404
I -0.19333 -2.49182 -3.02967
C -0.89325 -4.11090 -1.84079
I -0.51507 -3.90332 0.23239
H -0.38506 -5.00315 -2.18540
H -1.96651 -4.17278 -1.97656
C -2.06401 -0.87646 2.58320
C -0.73475 -1.31079 3.20947
C 0.53255 -0.80297 2.51576
Sb 1.30526 1.04756 3.40507
C 1.69180 0.11141 5.29988
C 1.91575 0.97072 6.37554
C 2.23539 0.48113 7.63458
C 2.32877 -0.88633 7.84255
C 2.10830 -1.75664 6.78488
C 1.79597 -1.26082 5.52593
C 3.31639 0.91779 2.71784
C 4.12370 -0.17972 3.00679
C 5.44821 -0.20809 2.59546
C 5.97718 0.86234 1.88388
C 5.18301 1.96151 1.59688
C 3.85908 1.99023 2.01872
Sb -2.22561 0.99920 1.51803
C -2.36076 2.28549 3.19666
C -2.78367 3.59646 2.99601
C -2.91670 4.46144 4.07279
C -2.62596 4.02059 5.35571
C -2.21018 2.71317 5.56151
C -2.07931 1.84683 4.48554
C -4.29919 0.73491 1.08774
C -4.83106 1.04831 -0.15855
C -6.17414 0.83366 -0.43050
C -7.00500 0.30806 0.54794
C -6.48925 0.01007 1.80135
C -5.14486 0.22724 2.07134
H -2.84825 -0.87894 3.33991
H -2.37246 -1.59737 1.82782
H -0.72558 -2.40705 3.24518
H -0.71899 -1.01220 4.25818
H 0.31757 -0.57913 1.44862
H 1.34233 -1.53236 2.49728
H 1.83956 2.04465 6.23830
H 2.40913 1.16752 8.45308
H 2.57367 -1.27276 8.82302
H 2.18375 -2.82578 6.93798
H 1.64843 -1.97081 4.72171
H 3.72846 -1.00403 3.59132
H 6.07580 -1.05566 2.84393
H 7.01262 0.84453 1.56858
H 5.59448 2.80332 1.05436
H 3.25247 2.86089 1.79697
H -3.01417 3.95630 1.99917
H -3.24629 5.47870 3.90836
H -2.72733 4.69494 6.19557
H -1.98543 2.36302 6.56070
H -1.76142 0.83015 4.67077
H -4.19550 1.43810 -0.94110
H -6.57011 1.07816 -1.40814
H -8.05371 0.14156 0.33982
H -7.13483 -0.38332 2.57570
H -4.77476 0.01184 3.06592
C 3.20687 -3.35069 1.26150
Te 2.62949 -2.12566 -0.38919
C 4.63393 -1.71496 -0.96621
H 3.66331 -4.25902 0.87777
H 2.32404 -3.60905 1.84264
H 3.90822 -2.80546 1.88682
H 5.16971 -1.27474 -0.13076
H 4.62282 -1.03191 -1.80980
H 5.07343 -2.66069 -1.27103
C -4.07764 -3.08718 0.13668
C -3.88065 -2.16316 -1.03336
C -4.83245 -2.18624 -2.04699
C -4.70184 -1.37581 -3.16282
C -5.70352 -1.43891 -4.28214
C -3.65456 -0.46079 -3.23589
C -2.73606 -0.31685 -2.19750
C -2.83003 -1.26049 -1.15735
N -1.71026 0.66609 -2.12025
C -1.85512 2.05049 -2.76232
C -3.06473 2.27182 -3.68382
C -0.61316 2.35914 -3.59020
C -2.01111 3.10227 -1.65356
H -5.06417 -2.91419 0.56911
H -3.34262 -2.95587 0.92193
H -4.03864 -4.13195 -0.17942
H -5.67709 -2.86093 -1.96563
H -6.28338 -2.35944 -4.24632
H -5.21284 -1.37904 -5.25366
H -6.40244 -0.60228 -4.21809
H -3.57099 0.11053 -4.14046
H -2.08652 -1.28556 -0.34259
H -2.96725 1.77250 -4.64720
H -3.08418 3.34093 -3.89393
H -4.01755 2.01750 -3.22294
H -0.38629 1.54205 -4.27593
H 0.26426 2.53712 -2.97339
H -0.79457 3.26036 -4.17681
H -2.99380 3.04915 -1.18238
H -1.92252 4.09344 -2.10073
H -1.24622 3.01953 -0.88661

Force components x, y, z for each atom (eV/Å):
0.083 0.697 -0.823
-0.292 0.069 0.060
0.041 -0.057 0.049
0.013 -0.017 -0.026
-0.070 -0.120 0.096
0.091 -0.042 0.072
-0.070 0.005 -0.032
-0.002 0.028 0.033
-0.002 0.003 -0.003
0.004 0.014 0.007
-0.017 0.041 0.084
0.084 -0.046 0.042
-0.087 0.159 -0.225
-0.122 -0.073 0.085
0.031 0.009 0.071
-0.076 0.058 -0.008
0.001 -0.019 0.014
-0.002 0.000 -0.012
-0.003 -0.006 -0.003
0.022 0.027 0.000
0.049 -0.108 -0.055
0.004 0.012 0.014
0.007 -0.018 -0.024
0.019 -0.013 -0.009
-0.017 0.012 -0.009
0.012 -0.006 -0.053
0.264 -0.672 0.135
-0.095 0.228 -0.164
0.045 0.036 -0.027
0.010 -0.011 0.001
-0.001 -0.003 0.001
0.008 0.012 0.006
-0.047 -0.028 -0.018
-0.053 0.106 0.050
0.027 -0.022 -0.036
-0.014 0.006 0.003
0.007 -0.003 0.012
0.002 0.011 -0.010
-0.003 0.037 0.028
-0.033 -0.014 -0.017
0.019 -0.014 -0.013
0.005 0.013 -0.037
0.036 0.033 0.063
0.142 -0.112 0.303
-0.021 -0.017 0.039
-0.001 0.004 -0.017
0.000 0.010 -0.003
0.001 -0.002 0.001
0.001 -0.003 0.001
-0.054 -0.015 -0.081
0.024 -0.009 -0.009
-0.005 -0.006 -0.005
0.001 -0.001 0.001
0.002 0.004 -0.002
-0.001 0.002 0.004
0.002 -0.006 -0.007
-0.001 0.004 0.000
0.001 0.001 0.003
-0.003 -0.003 0.002
0.022 -0.051 0.006
-0.019 0.013 0.020
0.000 0.002 -0.007
-0.002 -0.004 -0.005
-0.004 -0.001 0.004
0.025 -0.002 0.013
0.012 0.063 0.026
-0.061 -0.313 -0.085
-0.026 0.084 0.081
0.005 -0.005 0.006
-0.009 -0.004 -0.007
0.008 0.031 0.019
0.011 0.051 0.014
-0.011 -0.023 -0.017
0.024 0.003 0.030
-0.007 0.009 0.012
0.027 -0.107 -0.308
0.022 -0.017 -0.015
0.026 0.016 0.013
-0.011 -0.002 -0.015
0.042 -0.281 -0.099
0.014 0.119 0.078
0.104 0.059 0.344
0.232 -0.155 0.016
-0.181 0.054 0.159
0.056 0.065 -0.024
0.022 -0.020 0.005
0.027 0.059 -0.002
-0.003 0.002 0.008
0.018 0.018 0.005
-0.016 -0.002 -0.003
-0.007 0.000 0.003
0.001 -0.004 0.004
0.006 0.002 -0.001
-0.002 0.003 0.000
0.031 -0.021 0.048
-0.301 0.156 0.146
0.004 0.023 0.039
-0.003 0.019 0.013
-0.001 -0.015 -0.011
-0.021 0.003 -0.020
0.007 -0.014 0.013
0.019 0.025 0.010
-0.015 -0.032 -0.006
0.002 0.018 -0.002
-0.036 0.002 -0.060

=====

Entry from the OMol25 dataset: a molecular structure, C42H53Br34ClNO8 at a distorted geometry (ωB97M-V/def2-TZVPD).

Its multiplicity is 1. Its net charge is +1. The LUMO energy is -4.692 eV.

Element x y z (Å)
C -1.85319 -4.89365 0.64021
O -0.52798 -5.40947 0.96055
C 0.46454 -4.35940 0.90680
C 1.89516 -4.96172 1.34875
C 3.00627 -4.19092 0.45773
C 3.24587 -4.90467 -0.96371
C 3.37831 -3.89791 -2.20475
C 2.00047 -3.19897 -2.64406
C 1.79833 -1.70838 -2.09583
O 0.68154 -0.98486 -2.70372
C -0.53697 -1.26275 -2.00379
O -0.99200 -2.42949 -1.99978
C -1.32306 -0.12489 -1.17364
C -1.89495 -0.38003 0.27999
O -1.70489 -1.70530 0.78883
C -2.62165 0.74369 1.10630
C -3.09258 0.33462 2.57247
C -4.66259 0.45192 2.84307
O -5.08700 1.40050 3.56529
Cl -5.93187 -0.71585 2.23360
N -2.79506 2.07629 0.51925
C -3.49085 3.16551 1.27235
C -5.01971 3.41153 0.83277
C -5.46392 4.95225 1.14902
O -5.34636 2.99303 -0.51392
C -6.15128 1.79145 -0.39261
C -6.55871 1.11770 -1.77849
C -5.63287 0.88569 -3.00018
C -6.18223 0.15592 -4.29304
C -7.65363 -0.37676 -4.41197
C -8.58796 -0.12474 -3.17671
C -8.04075 0.59535 -1.91777
C -2.29302 2.39173 -0.81711
C -2.42717 3.86629 -1.46819
C -1.02788 4.66558 -1.22413
C -0.12814 4.03028 -0.04807
C 1.16462 4.96081 0.30882
O 1.30330 5.21160 1.73258
C 1.99038 4.13652 2.39095
O 1.29973 3.14037 2.72500
C -1.55446 1.33212 -1.71792
Br -0.85133 1.77345 -3.53647
H -2.18194 -4.22803 1.51637
H -1.83430 -4.24149 -0.31861
H -2.54842 -5.80821 0.51278
H 0.18886 -3.54377 1.68630
H 0.48982 -3.94957 -0.17179
H 2.08029 -4.68138 2.44050
H 1.96553 -6.09736 1.19453
H 3.95697 -4.04808 1.08206
H 2.57939 -3.13772 0.26575
H 2.43976 -5.68527 -1.23222
H 4.23581 -5.51321 -0.86153
H 3.81180 -4.50515 -3.09093
H 4.15153 -3.07441 -1.97778
H 1.96264 -3.17049 -3.80209
H 1.11166 -3.83785 -2.29124
H 2.74869 -1.10755 -2.35809
H 1.69575 -1.66896 -0.94538
H -0.82473 -1.68610 1.23384
H -2.77295 -0.74966 2.82823
H -2.51469 0.99830 3.32612
H -2.94410 4.18081 1.15453
H -3.50929 2.98173 2.41601
H -5.66697 2.77594 1.55450
H -5.92801 5.43865 0.22578
H -6.24456 4.93605 2.00462
H -4.56934 5.54280 1.57965
H -7.14144 1.96845 0.18396
H -5.49199 1.01414 0.16368
H -4.54845 1.21736 -2.97090
H -5.49686 -0.06424 -5.22521
H -8.05586 -0.93933 -5.35381
H -9.66883 -0.52501 -3.23593
H -8.77257 0.73458 -1.03691
H -2.58967 3.80949 -2.60425
H -3.30003 4.46468 -1.04498
H -1.31534 5.73194 -0.89127
H -0.39200 4.76653 -2.16779
H 0.31820 3.00102 -0.32987
H -0.73926 3.93579 0.92053
H 1.08230 5.95223 -0.25203
H 2.11887 4.44253 -0.05890
H 3.10927 4.16324 2.66366
C -1.42793 7.29824 3.61253
Br -1.62695 9.03649 4.44722
Br -2.86403 6.09033 4.10833
Br -1.23984 7.44031 1.68715
H -0.50272 6.86594 3.99159
C 5.10754 6.16102 -0.29397
Br 3.70581 7.48791 -0.09427
Br 5.93830 5.72870 1.40473
Br 4.47368 4.57158 -1.21184
H 5.88003 6.60475 -0.92316
C 6.80646 -6.50732 1.61952
Br 6.80199 -5.07209 0.31349
Br 5.06615 -6.73005 2.44822
Br 7.46541 -8.16794 0.86541
H 7.50160 -6.21842 2.40884
C 3.79636 -9.64045 4.74729
Br 2.40804 -8.29218 4.88886
Br 4.59423 -10.03646 6.47050
Br 3.15647 -11.24330 3.86259
H 4.58323 -9.22265 4.12019
C 6.23295 9.12220 -3.65193
Br 4.83081 10.44734 -3.45407
Br 7.06833 8.69504 -1.95398
Br 5.59893 7.52875 -4.55734
H 7.00239 9.56447 -4.28329
C 9.25022 -5.02664 5.22628
Br 9.07775 -3.25892 6.00650
Br 7.78317 -6.18872 5.73851
Br 9.46542 -4.94748 3.29992
H 10.16142 -5.46586 5.63113
C 6.37662 2.82625 -4.57970
Br 7.83610 3.79973 -3.75227
Br 5.72567 3.72117 -6.17330
Br 6.84978 0.97858 -4.93291
H 5.55594 2.81374 -3.86379
C -8.70691 0.42324 -8.49925
Br -8.54150 2.21582 -9.22446
Br -8.78378 0.43289 -6.55679
Br -10.20455 -0.53468 -9.27664
H -7.80364 -0.11752 -8.77842
C 9.30233 -5.17484 9.40868
Br 9.17281 -3.68549 10.64431
Br 11.12928 -5.79996 9.22075
Br 8.09269 -6.61433 9.88426
H 8.99014 -4.80639 8.43230
C -2.85730 -4.90456 4.62529
Br -3.86364 -3.63291 3.55938
Br -1.02406 -4.32757 4.89173
Br -3.74241 -5.29629 6.30520
H -2.81970 -5.83479 4.05957
C -4.00911 2.69369 -6.61691
Br -3.93351 1.20722 -5.37002
Br -4.06494 2.08696 -8.45830
Br -5.47431 3.89675 -6.20820
H -3.08713 3.26080 -6.49585

Force components x, y, z for each atom (eV/Å):
0.026 0.095 0.067
-0.258 1.287 -0.464
0.280 -0.969 0.416
0.157 1.083 -0.626
-0.878 -0.003 0.081
0.874 -0.251 0.043
0.386 -0.024 0.055
-0.532 -0.232 -0.316
1.884 -0.705 0.475
-2.294 0.192 2.161
-0.499 -3.627 -0.344
1.339 4.698 0.266
-1.376 3.799 1.380
0.060 1.912 -1.616
0.100 3.282 -0.176
1.471 -1.864 -2.695
0.422 -0.193 -0.164
-1.554 4.028 3.124
1.965 -4.237 -3.305
1.892 0.788 0.341
1.764 -2.256 -1.967
-0.502 1.771 0.868
-1.287 0.150 1.345
0.238 -0.581 0.649
-0.265 -0.289 1.257
-0.205 -1.873 -0.920
-1.782 -1.622 -3.301
-3.696 -1.373 0.133
-2.854 -0.943 2.026
1.750 1.249 5.046
3.435 0.737 -0.220
1.542 -0.392 -2.175
0.353 -1.656 -1.204
0.621 -0.230 0.332
0.243 0.334 0.916
0.707 0.340 0.273
-0.311 -0.692 -1.295
1.819 -1.341 0.353
-3.384 -2.770 0.727
2.872 3.502 -1.167
-0.742 -1.896 3.346
-0.843 -0.355 2.476
0.211 -0.981 -1.363
-0.053 -1.168 1.434
1.139 1.621 0.233
0.340 -0.893 -1.276
0.034 -0.360 1.626
-0.328 -0.692 -1.383
-0.291 1.742 0.267
-1.194 -0.357 -1.209
0.737 -1.407 0.347
0.988 1.313 0.654
-1.758 1.055 -0.346
-0.845 1.077 1.369
-1.014 -1.219 -0.235
-0.053 0.140 1.924
1.322 0.898 -0.631
-1.650 -0.764 0.330
0.089 -0.175 -1.768
-0.677 -0.349 -0.296
-0.508 1.689 -0.941
-1.392 -0.855 -1.137
-0.495 -1.981 -0.069
0.250 -0.104 -2.035
1.202 0.978 -1.181
0.839 -0.675 1.297
1.196 0.032 -1.567
-1.389 -0.726 -0.979
1.740 -0.137 -0.781
-1.274 1.127 -0.720
-1.783 -0.436 0.159
-2.509 -0.018 2.705
1.608 0.387 3.156
1.960 0.883 0.349
1.378 -0.163 -1.556
0.075 -0.414 1.843
1.212 -1.117 -0.434
0.490 -1.604 -0.566
-1.070 -0.323 1.165
-1.077 1.500 0.395
0.942 0.054 -1.434
0.134 -1.190 1.128
-1.502 0.825 0.436
-1.595 0.663 -0.732
0.193 0.074 0.138
-0.016 -0.430 -0.245
0.208 0.195 -0.109
-0.168 0.008 0.269
-0.254 0.076 -0.150
0.067 0.145 0.022
0.347 -0.293 -0.048
-0.239 0.042 -0.335
0.261 0.187 0.059
-0.288 -0.181 0.154
0.066 -0.139 0.067
0.106 -0.274 0.279
0.219 0.031 -0.158
-0.191 0.370 0.137
-0.333 -0.113 -0.290
0.133 -0.050 -0.073
0.237 -0.221 -0.039
-0.194 0.092 -0.331
0.098 0.345 0.218
-0.222 -0.096 0.163
-0.065 0.077 -0.165
0.279 -0.322 0.016
-0.049 0.173 -0.285
0.109 0.225 0.246
-0.189 -0.137 0.203
0.088 -0.099 0.101
-0.005 -0.339 -0.178
0.248 0.261 -0.125
0.123 0.161 0.402
-0.234 0.119 -0.116
-0.043 0.016 0.111
-0.288 -0.185 -0.198
0.146 -0.153 0.296
-0.076 0.383 0.044
0.237 0.020 -0.198
-0.300 0.220 -0.281
-0.022 -0.299 0.119
-0.839 1.299 -2.756
0.269 0.193 0.144
-0.239 0.153 0.132
-0.090 0.017 -0.061
0.047 -0.325 -0.243
-0.353 0.114 0.019
0.267 0.275 -0.054
0.069 -0.085 0.282
0.050 -0.210 0.092
0.001 -0.051 0.310
-0.345 -0.039 -0.079
0.210 0.163 -0.393
0.003 0.279 0.104
0.304 0.200 -0.137
2.359 1.774 -1.774
-0.047 0.081 0.424
0.251 -0.351 -0.031
-0.273 -0.125 -0.080

=====

Table of HOMO (hartree), in record order: -0.3701, -0.3784
Table of frontier orbital gap (eV), in record order: 6.3, 5.6